C29H39GeN5O6RuS5Se as an isolated structure, computed with ωB97M-V/def2-TZVPD.

```
87
Properties=species:S:1:pos:R:3:mulliken_charge:R:1
Ru -0.9720 0.8922 0.4108 1.01
O -4.6586 6.2104 3.4007 -0.62
C -4.0190 5.3775 2.8215 0.55
S -2.3166 5.0417 3.1518 -0.18
C -2.1115 3.7163 2.0040 -0.10
C -3.1950 3.3962 1.2429 0.02
S -3.2430 2.1647 0.0632 -0.43
S -4.6632 4.3378 1.5488 -0.20
S -0.5925 2.9266 1.9353 -0.50
C 0.3006 -2.1186 4.1529 -1.52
C -0.5013 -1.0902 3.3786 0.51
O -0.0448 -0.5385 2.3950 -0.08
N -1.7197 -0.8241 3.8942 -0.03
C -2.7053 -0.0473 3.1507 -0.44
C -3.2043 -0.9127 2.0139 0.45
C -4.1983 -1.8553 2.2486 -1.03
C -4.5933 -2.6991 1.1842 -0.44
C -3.9088 -2.6611 0.0240 -1.19
C -2.7206 -1.7715 -0.1595 -0.33
N -2.5510 -0.7868 0.8839 1.21
H 1.3598 -1.8950 4.0600 0.29
H 0.1303 -3.1004 3.7136 0.30
H 0.0111 -2.1371 5.1991 0.38
H -2.0818 -1.4451 4.6017 0.29
H -2.1967 0.8355 2.7341 -0.74
H -3.4944 0.2646 3.8350 0.70
H -4.6780 -1.9048 3.2110 0.47
H -5.4541 -3.3472 1.3094 0.44
H -4.1999 -3.2533 -0.8310 0.55
H -2.8149 -1.2350 -1.1238 0.05
C -2.2183 -4.5862 -2.8021 -1.25
Ge -1.3609 -4.3664 -1.0188 0.61
C 0.5605 -4.8115 -1.2216 -1.36
C -2.1650 -5.6308 0.3002 -1.27
C -1.3916 -2.5579 -0.1978 0.51
H -2.3194 -5.6428 -3.0371 0.38
H -1.5906 -4.1291 -3.5595 0.36
H -3.2001 -4.1299 -2.8541 0.41
H 0.7105 -5.8237 -1.5858 0.42
H 1.0822 -4.7102 -0.2744 0.35
H 1.0309 -4.1286 -1.9224 0.39
H -2.1612 -6.6516 -0.0713 0.42
H -3.1867 -5.3517 0.5358 0.40
H -1.5915 -5.6032 1.2234 0.36
H -0.6329 -1.9190 -0.6584 -0.23
H -1.0816 -2.7092 0.8402 -0.17
C 3.6567 4.4994 -1.6579 -1.46
C 3.6807 3.7029 -0.3708 -0.01
S 5.1851 2.6689 -0.4116 1.21
O 5.0135 1.6044 -1.3553 -0.58
O 6.3160 3.5438 -0.5958 -0.73
C 5.3614 1.9789 1.2929 -0.81
C 5.0124 0.5002 1.3688 -0.87
N 3.7091 0.2015 0.8266 0.73
C 2.5204 0.7483 1.2061 -0.22
N 1.5445 0.3930 0.3904 1.63
C 2.0878 -0.4228 -0.5389 -1.04
C 3.4388 -0.5675 -0.2934 -0.94
N 4.3185 -1.4143 -0.9575 1.11
O 3.8720 -2.0316 -1.9276 -0.65
O 5.4723 -1.5646 -0.5223 -0.73
C 2.3460 1.5490 2.4415 -1.71
H 2.8224 5.1989 -1.6679 0.40
H 3.5607 3.8229 -2.5039 0.38
H 4.5896 5.0525 -1.7580 0.39
H 2.8216 3.0437 -0.2812 0.00
H 3.7736 4.3502 0.4976 0.41
H 4.7320 2.5960 1.9280 0.36
H 6.4039 2.1402 1.5549 0.55
H 5.0641 0.1644 2.4132 0.40
H 5.7302 -0.0821 0.7819 0.37
H 1.5281 -0.8670 -1.3415 0.81
H 3.1242 1.3285 3.1694 0.45
H 1.3721 1.2960 2.8549 0.29
H 2.3323 2.6176 2.2332 0.13
Se -0.7273 0.5239 -2.0036 -0.34
C -1.1848 1.4875 -3.5931 0.40
C -1.6741 2.7878 -3.5961 -0.32
C -1.9071 3.4274 -4.8009 -0.56
C -1.6608 2.7849 -6.0034 -0.45
C -1.1865 1.4820 -6.0004 -0.58
C -0.9511 0.8379 -4.8048 -0.46
H -1.8722 3.2950 -2.6619 0.32
H -2.2779 4.4428 -4.8052 0.38
H -1.8317 3.2975 -6.9400 0.34
H -0.9896 0.9684 -6.9316 0.36
H -0.5745 -0.1749 -4.7858 0.36
```

Results
- Kohn-Sham gap (alpha / beta) (Eh) = 0.183 / 0.165
- multiplicity = 6
- relative energy (zero: lowest compared OMol25 entry of this formula, charge and spin) (kcal per mole) = 15.1
- DFT total energy (eV) = -229060.14219
- highest occupied orbital energy (alpha / beta) (eV) = -3.4 / -3.7
- total charge = -1

---

An isolated ion of composition CH2NO3S and charge -1, computed with ωB97M-V/def2-TZVPD.

```
8
Properties=species:S:1:pos:R:3:mulliken_charge:R:1
C -1.3545 -0.3218 -0.2153 0.06
N -0.2651 0.2663 0.2436 -0.28
O 2.0551 1.2863 -0.0679 -0.60
O -1.4325 -1.3116 -0.9154 -0.59
O 2.1605 -1.1986 0.5072 -0.65
S 1.5120 -0.0343 -0.4011 0.54
H -2.3069 0.1694 0.1211 0.27
H -0.3686 1.1443 0.7277 0.26
```

Results
- Kohn-Sham gap (Eh) = 0.307
- multiplicity = 1
- relative energy (zero: lowest compared OMol25 entry of this formula, charge and spin) (kcal per mole) = 13.0
- DFT total energy (eV) = -19538.33940
- highest occupied orbital energy (eV) = -4.3
- total charge = -1

---

C4H10N4 as an isolated structure, computed with ωB97M-V/def2-TZVPD.

```
18
Properties=species:S:1:pos:R:3:mulliken_charge:R:1
C -1.0257 -0.5989 -1.2961 -1.34
N -0.2575 2.0844 -0.7497 -0.13
N -1.2374 2.2215 0.0860 -0.37
N 0.9066 1.9105 -0.1378 -0.24
H -2.0769 2.4245 -0.4534 0.27
H -1.3111 1.0780 0.9322 0.43
H 0.9008 1.5428 0.8148 0.31
H 1.6518 1.5972 -0.7439 0.28
H -1.3110 -1.6485 -1.3945 0.48
H -0.2178 -0.3914 -1.9934 0.32
H -1.9276 -0.0157 -1.4593 0.32
C 0.6881 -1.7174 0.3848 -0.37
C 1.6373 -1.7654 1.3155 -0.80
C -0.4284 -0.7810 0.4480 0.75
N -0.8348 -0.0697 1.3544 -0.83
H 0.7874 -2.2886 -0.5282 0.29
H 2.5064 -2.3958 1.1985 0.28
H 1.5499 -1.1864 2.2221 0.34
```

Results
- Kohn-Sham gap (Eh) = 0.302
- multiplicity = 1
- relative energy (zero: lowest compared OMol25 entry of this formula, charge and spin) (kcal per mole) = 119.3
- DFT total energy (eV) = -10265.67743
- highest occupied orbital energy (eV) = -7.9
- total charge = 0